42
Properties=species:S:1:pos:R:3:forces:R:3:nbo_charge:R:1 method="wB97M-V/def2-TZVPD" relative_energy_kj_mol=53.4 total_charge=-1 orbital_gap_ha=0.300 largest_force_ev_per_a=1.1
C 0.9735 0.6493 -1.0147 -0.683 0.217 -0.835 0.46
N 0.0687 0.4593 -0.0981 0.141 -0.767 0.487 -0.73
C -2.1028 0.6782 -1.3851 -0.084 0.107 0.121 -0.63
C -1.2373 1.0909 -0.1839 -0.092 -0.047 -0.194 -0.11
C -1.9897 0.8244 1.1262 -0.401 -0.309 0.029 -0.06
O -2.4442 -0.5216 1.3281 0.564 -0.310 0.157 -0.80
O 0.8738 1.2820 -2.1161 0.240 0.092 0.430 -0.82
H 1.9570 0.1953 -0.8155 0.022 -0.179 0.160 0.10
H -1.7741 -1.0437 1.8576 -0.474 0.654 -0.486 0.51
H -3.0287 1.2668 -1.3621 0.116 -0.022 -0.156 0.19
H -2.3882 -0.3673 -1.3511 0.023 -0.176 0.100 0.20
H -1.5740 0.8374 -2.3224 0.014 0.163 0.015 0.22
H -1.1325 2.1909 -0.2783 0.058 -0.274 0.172 0.19
H -2.9045 1.4231 1.1273 0.087 0.195 0.070 0.16
H -1.3759 1.0919 1.9844 0.080 0.313 0.013 0.18
H 0.0603 2.7671 -2.1263 0.077 0.102 -0.001 0.50
H -1.0639 3.5585 -2.7767 -0.141 0.107 -0.062 0.45
O -0.3654 3.6648 -2.1283 0.069 -0.114 0.008 -1.00
H -1.1795 -3.0194 2.0197 -0.059 0.076 -0.038 0.47
H 0.1581 -2.3289 2.2238 -0.302 0.131 0.129 0.51
O -0.7794 -2.3191 2.5489 0.330 -0.240 0.110 -0.98
H 0.6189 -2.5624 -3.3170 -0.250 -0.621 0.157 0.49
H -0.4180 -3.3389 -2.4940 0.046 0.120 -0.070 0.50
O 0.3678 -3.4715 -3.0517 -0.052 0.850 -0.200 -0.96
H 2.1566 2.7855 -0.4995 0.132 -0.202 -0.083 0.49
H 1.9983 3.5449 0.7932 0.069 -0.087 0.061 0.50
O 2.5726 2.8806 0.3689 -0.074 0.509 -0.157 -0.98
H 1.3841 -3.8212 -1.6606 -0.093 -0.185 0.445 0.51
H 0.7658 -4.5466 -0.4476 -0.060 -0.026 -0.120 0.47
O 1.5678 -4.0968 -0.7331 0.145 -0.164 -0.109 -0.98
H -2.1637 -1.9510 0.0180 0.283 0.178 0.025 0.50
H -0.6576 -1.8398 -0.1815 -0.248 0.137 0.028 0.50
O -1.4021 -2.4525 -0.3207 0.242 -0.536 -0.401 -1.02
H 0.5721 2.8854 2.1756 -0.272 0.227 -0.029 0.50
H -0.3486 3.6432 1.1940 0.106 0.051 0.092 0.47
O 0.2755 3.7948 1.9164 0.076 -0.188 -0.055 -1.00
H 1.9977 1.6627 1.6483 -0.515 -0.489 0.005 0.50
H 0.7401 0.7202 1.6879 0.422 0.308 -0.420 0.50
O 1.3212 1.2778 2.2498 0.308 0.056 0.530 -1.02
H 1.6392 -3.0133 0.5942 0.241 0.822 0.513 0.50
H 1.7288 -1.4920 0.9983 -0.063 -0.030 -0.051 0.49
O 1.6841 -2.3836 1.3684 -0.027 -0.447 -0.393 -1.00